Density functional theory data (ωB97M-V/def2-TZVPD) for 3 unconnected molecules or ions with the total composition C33H68N5O11.

Geometry as XYZ:
```
117
C33H68N5O11 ωB97M-V/def2-TZVPD
C -6.530 -2.418 -0.569
C -5.929 -2.645 -1.956
N -5.013 -3.814 -2.016
C -3.634 -3.474 -2.378
C -2.764 -3.292 -1.114
C -1.850 -2.074 -1.186
O -2.533 -0.856 -1.297
C -3.411 -0.459 -0.231
C -3.025 0.921 0.281
C -2.932 1.923 -0.873
C -3.976 1.387 1.401
C -3.884 0.516 2.655
C -5.440 1.529 0.949
C -0.817 -2.014 -0.034
C -1.102 -2.560 1.329
C -0.999 -1.629 2.569
O -0.696 -0.324 2.105
C -0.022 -2.134 3.643
N -0.532 -3.173 4.516
N 0.301 -1.538 -0.453
C 1.529 -1.402 0.343
C 1.958 0.033 0.728
C 1.120 1.198 0.231
O 1.622 1.550 -1.047
C 0.226 -1.180 -1.925
N 1.460 -1.094 -2.633
C 2.300 -2.289 -2.800
C 1.276 -0.291 -3.822
C 1.459 -0.955 -5.164
O 0.950 0.847 -3.725
C -0.920 -2.072 -2.414
O -0.582 -3.372 -2.898
N 0.096 -4.164 -1.934
O 0.340 -5.213 -2.368
C -5.558 -4.829 -2.876
C -6.582 -5.706 -2.213
O -5.221 -4.943 -4.010
H -5.792 -2.646 0.204
H -6.854 -1.381 -0.450
H -7.398 -3.059 -0.399
H -6.729 -2.781 -2.691
H -5.363 -1.765 -2.274
H -3.586 -2.573 -3.002
H -3.226 -4.280 -2.986
H -3.436 -3.202 -0.256
H -2.170 -4.193 -0.929
H -3.396 -1.200 0.575
H -4.427 -0.435 -0.639
H -2.026 0.835 0.732
H -2.811 2.939 -0.490
H -2.067 1.708 -1.506
H -3.811 1.896 -1.523
H -3.622 2.385 1.682
H -2.876 0.530 3.081
H -4.571 0.884 3.422
H -4.167 -0.525 2.461
H -5.525 1.755 -0.116
H -5.925 2.347 1.486
H -6.014 0.623 1.166
H -0.418 -3.411 1.464
H -2.103 -2.984 1.291
H -1.996 -1.635 3.035
H -0.522 0.249 2.863
H 0.888 -2.527 3.176
H 0.279 -1.283 4.264
H -1.316 -2.854 5.073
H -0.817 -4.004 4.011
H 1.369 -1.988 1.244
H 2.320 -1.894 -0.219
H 2.982 0.204 0.389
H 1.974 0.070 1.819
H 0.053 0.946 0.187
H 1.253 2.029 0.934
H 1.147 2.313 -1.398
H -0.192 -0.168 -1.921
H 2.231 -2.919 -1.915
H 2.033 -2.911 -3.656
H 3.339 -1.971 -2.900
H 1.103 -1.984 -5.184
H 2.517 -0.945 -5.448
H 0.920 -0.351 -5.892
H -1.407 -1.583 -3.258
H -7.478 -5.117 -1.987
H -6.855 -6.522 -2.881
H -6.204 -6.087 -1.264
C 3.757 3.769 2.179
O 2.625 3.221 2.842
C 2.951 2.423 3.965
C 2.746 3.160 5.272
O 3.635 4.248 5.403
C 3.056 5.509 5.118
H 3.390 4.524 1.487
H 4.450 4.236 2.883
H 4.289 3.002 1.610
H 3.987 2.073 3.899
H 2.296 1.542 3.953
H 2.938 2.470 6.099
H 1.706 3.499 5.347
H 2.371 5.814 5.917
H 2.517 5.499 4.168
H 3.870 6.229 5.061
C 5.483 4.915 -0.798
O 5.957 3.689 -0.270
C 5.887 2.610 -1.185
C 7.226 2.320 -1.830
O 7.658 3.386 -2.652
C 8.639 4.213 -2.053
H 5.770 5.700 -0.101
H 5.920 5.127 -1.776
H 4.390 4.904 -0.892
H 5.139 2.812 -1.959
H 5.565 1.724 -0.627
H 7.125 1.432 -2.462
H 7.970 2.102 -1.056
H 9.604 3.699 -1.999
H 8.344 4.525 -1.048
H 8.746 5.093 -2.684
```

Net charge   +1



Density functional theory data (ωB97M-V/def2-TZVPD) for 4 unconnected molecules or ions with the total composition C33H69BrClN4O10.

Geometry as XYZ:
```
118
C33H69BrClN4O10 ωB97M-V/def2-TZVPD
C -4.533 -3.992 1.653
O -3.772 -2.885 1.232
C -4.239 -1.653 1.747
C -3.828 -0.522 0.836
C -2.371 -0.683 0.369
C -1.662 0.669 0.175
C -0.657 0.953 1.301
C 0.373 2.021 0.882
C 1.848 1.579 0.943
C 2.785 2.367 1.874
C 2.144 2.738 3.217
C 1.937 1.658 4.273
O 2.038 1.929 5.457
Cl 1.638 -0.039 3.831
C 3.299 3.702 1.240
C 2.787 4.034 -0.144
C 3.451 3.423 -1.378
C 4.865 3.885 -1.671
C 5.410 3.333 -3.002
N 4.362 3.119 -4.000
C 4.485 2.017 -4.901
N 3.505 1.630 -5.597
N 5.720 1.338 -5.054
O 4.715 3.813 1.284
C 5.227 3.575 2.562
C 4.971 2.149 3.059
N 3.976 1.486 2.174
C 4.643 0.940 0.931
C 4.331 -0.533 0.743
O 3.615 -0.947 -0.150
Br 5.114 -1.714 2.038
H -3.893 -4.821 1.920
H -5.197 -4.325 0.861
H -5.132 -3.774 2.528
H -3.859 -1.506 2.755
H -5.325 -1.674 1.800
H -3.891 0.397 1.402
H -4.475 -0.499 -0.029
H -1.829 -1.289 1.081
H -2.326 -1.229 -0.559
H -1.085 0.603 -0.741
H -2.370 1.480 0.073
H -0.167 0.014 1.486
H -1.218 1.273 2.171
H 0.151 2.216 -0.157
H 0.172 2.956 1.388
H 2.224 1.552 -0.064
H 1.857 0.548 1.270
H 1.211 3.254 3.052
H 2.779 3.445 3.723
H 2.948 4.511 1.878
H 2.903 5.106 -0.249
H 1.723 3.873 -0.217
H 3.417 2.337 -1.432
H 2.858 3.746 -2.220
H 4.918 4.967 -1.658
H 5.569 3.565 -0.915
H 5.887 2.397 -2.771
H 6.157 4.026 -3.377
H 4.188 3.970 -4.511
H 2.681 2.173 -5.361
H 5.810 0.624 -4.346
H 6.502 1.972 -4.948
H 4.821 4.285 3.279
H 6.289 3.761 2.537
H 5.864 1.553 3.125
H 4.585 2.195 4.067
H 3.662 0.653 2.682
H 5.706 1.013 1.110
H 4.438 1.519 0.049
C 6.171 -2.046 8.995
O 7.071 -1.710 7.950
C 7.243 -2.746 6.998
C 6.433 -2.490 5.747
O 5.034 -2.532 5.998
C 4.456 -1.250 6.125
H 5.919 -1.126 9.519
H 5.254 -2.497 8.611
H 6.646 -2.733 9.701
H 6.982 -3.717 7.428
H 8.303 -2.769 6.730
H 6.655 -3.276 5.018
H 6.715 -1.528 5.305
H 4.353 -0.784 5.133
H 5.050 -0.599 6.770
H 3.465 -1.365 6.559
C -8.732 -3.535 -3.540
O -8.064 -4.134 -2.442
C -6.829 -3.508 -2.142
C -6.949 -2.552 -0.976
O -7.779 -1.443 -1.281
C -9.091 -1.562 -0.757
H -9.755 -3.907 -3.553
H -8.756 -2.446 -3.451
H -8.240 -3.814 -4.477
H -6.438 -2.986 -3.021
H -6.121 -4.300 -1.877
H -5.953 -2.157 -0.746
H -7.316 -3.076 -0.088
H -9.090 -1.377 0.322
H -9.516 -2.548 -0.955
H -9.709 -0.809 -1.242
C -4.668 -2.697 -6.187
O -6.011 -2.333 -5.919
C -6.147 -1.001 -5.449
C -6.595 -0.058 -6.543
O -5.615 0.078 -7.557
C -5.888 -0.697 -8.713
H -4.685 -3.619 -6.765
H -4.149 -1.928 -6.763
H -4.128 -2.880 -5.251
H -5.209 -0.651 -5.007
H -6.908 -1.011 -4.661
H -6.751 0.934 -6.108
H -7.546 -0.394 -6.967
H -6.687 -0.235 -9.302
H -6.173 -1.719 -8.456
H -4.981 -0.724 -9.314
```

Net charge   +1



Density functional theory data (ωB97M-V/def2-TZVPD) for 6 unconnected molecules or ions with the total composition C33H70BNO18PS.

Geometry as XYZ:
```
125
C33H70BNO18PS ωB97M-V/def2-TZVPD
C 3.064 -2.656 6.336
O 1.981 -2.429 7.156
C 1.497 -1.148 6.828
C 0.064 -1.099 7.207
C -0.613 0.242 6.997
C -0.098 1.131 5.870
C -1.156 2.181 5.557
C -1.244 2.713 4.116
C -1.221 4.226 4.278
C 0.043 4.938 3.803
C 1.302 4.131 3.953
C 1.977 3.891 2.616
C 1.053 3.553 1.468
C 0.795 2.094 1.116
C 1.523 1.723 -0.151
C 2.932 1.271 0.255
C 3.667 0.739 -0.960
C 2.901 -0.458 -1.458
N 1.629 0.047 -1.996
C 0.761 0.645 -0.919
P 0.013 -0.677 0.172
S -1.855 -0.352 0.574
B -0.506 1.346 -1.636
O -0.759 2.625 -1.399
O -1.338 0.711 -2.451
H 2.762 -2.818 5.320
H 3.733 -1.830 6.383
H 3.556 -3.532 6.657
H 1.616 -1.016 5.776
H 2.094 -0.418 7.317
H 0.005 -1.381 8.223
H -0.466 -1.846 6.666
H -1.651 0.104 6.842
H -0.496 0.784 7.897
H 0.283 0.606 5.028
H 0.717 1.663 6.295
H -2.113 1.831 5.842
H -0.948 2.985 6.206
H -0.453 2.317 3.533
H -2.136 2.377 3.667
H -2.014 4.627 3.698
H -1.430 4.518 5.269
H -0.083 5.296 2.818
H 0.118 5.812 4.391
H 1.991 4.689 4.529
H 1.177 3.214 4.476
H 2.763 3.183 2.667
H 2.441 4.806 2.350
H 1.523 3.954 0.602
H 0.114 4.028 1.540
H -0.251 1.974 1.047
H 1.144 1.476 1.906
H 1.589 2.544 -0.815
H 3.393 2.158 0.600
H 2.902 0.587 1.064
H 3.692 1.527 -1.672
H 4.644 0.461 -0.682
H 2.685 -1.066 -0.620
H 3.501 -0.951 -2.172
H 1.171 -0.682 -2.520
H 1.848 0.776 -2.662
H 0.148 -1.916 -0.498
H 0.717 -0.693 1.387
H -0.921 3.092 -2.195
H -1.009 -0.137 -2.661
C -2.874 -3.165 -5.301
O -2.579 -4.425 -4.716
C -1.710 -4.357 -3.739
O -1.180 -3.364 -3.328
O -1.507 -5.561 -3.294
C -0.570 -5.627 -2.225
H -3.588 -3.326 -6.098
H -3.314 -2.496 -4.565
H -1.969 -2.729 -5.720
H -0.922 -5.060 -1.368
H 0.406 -5.270 -2.546
H -0.489 -6.663 -1.948
C 2.342 2.083 -7.543
O 1.011 1.550 -7.558
C 0.498 1.336 -6.378
O 1.032 1.539 -5.324
O -0.712 0.850 -6.540
C -1.377 0.577 -5.315
H 2.641 2.210 -8.574
H 2.362 3.049 -7.048
H 3.026 1.392 -7.060
H -1.501 1.481 -4.739
H -0.829 -0.170 -4.749
H -2.358 0.180 -5.549
C -2.498 8.917 -2.444
O -3.239 7.778 -1.997
C -2.524 6.900 -1.334
O -1.365 6.978 -1.094
O -3.318 5.909 -0.983
C -2.659 4.881 -0.247
H -3.193 9.559 -2.970
H -2.085 9.462 -1.600
H -1.707 8.618 -3.126
H -2.256 5.272 0.684
H -1.874 4.428 -0.838
H -3.399 4.123 -0.013
C -2.734 -4.496 -11.584
O -3.004 -3.403 -10.703
C -1.926 -2.825 -10.223
O -0.807 -3.130 -10.455
O -2.309 -1.840 -9.431
C -1.227 -1.122 -8.838
H -3.693 -4.883 -11.908
H -2.177 -4.161 -12.453
H -2.193 -5.282 -11.066
H -0.611 -0.655 -9.601
H -0.626 -1.780 -8.213
H -1.656 -0.351 -8.222
C 0.386 -10.160 7.324
O 0.007 -8.782 7.380
C 1.025 -7.946 7.407
O 2.170 -8.244 7.390
O 0.546 -6.719 7.466
C 1.556 -5.710 7.525
H -0.530 -10.738 7.307
H 0.952 -10.368 6.420
H 0.961 -10.436 8.202
H 2.179 -5.736 6.633
H 2.162 -5.836 8.417
H 1.060 -4.749 7.577
```

Relative energy (zero: lowest compared OMol25 entry of this formula, charge and spin)   181.6 kJ/mol
Net charge   +1



Density functional theory data (ωB97M-V/def2-TZVPD) for 11 unconnected molecules or ions with the total composition C33H70NO13.

Geometry as XYZ:
```
117
C33H70NO13 ωB97M-V/def2-TZVPD
N 0.368 0.294 -0.406
H 0.317 0.466 0.569
H 0.439 -0.951 -0.543
H 0.886 0.541 -1.232
H -0.522 0.494 -0.833
O 0.836 4.049 4.323
C 0.326 2.917 4.181
O 0.569 1.813 4.959
C 1.429 1.957 6.040
C 1.496 0.612 6.785
C -0.599 2.666 3.049
H 1.111 2.648 6.751
H 2.508 2.317 5.638
H 1.465 -0.292 6.002
H 0.756 0.436 7.524
H 2.590 0.613 7.240
H -1.579 2.840 3.318
H -0.585 1.689 2.740
H -0.416 3.205 2.193
O -2.177 1.545 0.713
C -3.290 1.565 0.226
O -4.536 1.543 0.840
C -4.714 1.245 2.140
C -6.185 1.376 2.588
C -3.404 1.918 -1.231
H -3.854 1.793 2.894
H -4.403 0.187 2.311
H -6.712 1.025 1.845
H -6.501 2.464 2.974
H -6.301 0.926 3.478
H -3.943 1.054 -1.584
H -2.556 2.011 -1.750
H -3.991 2.723 -1.319
O 0.796 -2.278 -2.443
C 0.232 -2.427 -3.558
O -0.476 -3.512 -3.966
C -0.484 -4.645 -3.089
C -1.658 -5.485 -3.627
C 0.402 -1.310 -4.652
H -0.609 -4.159 -2.036
H 0.272 -5.313 -3.031
H -1.413 -5.925 -4.620
H -2.509 -5.093 -3.348
H -1.830 -6.549 -3.136
H 0.481 -1.761 -5.650
H 1.204 -0.646 -4.509
H -0.422 -0.783 -4.443
C 4.420 0.334 3.093
C 3.700 1.060 2.010
O 3.059 0.267 0.912
C 3.790 2.581 1.895
H 4.874 1.151 3.591
H 5.099 -0.524 2.839
H 3.694 -0.046 3.858
H 3.369 2.797 2.975
H 3.115 2.739 0.895
H 4.815 2.995 1.787
C -1.051 4.879 -0.945
C 0.317 4.198 -1.045
O 0.759 3.328 -0.334
C 1.209 4.709 -2.251
H -1.480 5.020 -1.936
H -0.925 5.892 -0.442
H -1.727 4.269 -0.353
H 1.073 5.598 -2.141
H 0.924 4.303 -3.006
H 2.124 4.449 -1.786
C 1.179 2.078 -5.427
C -0.159 1.998 -4.792
O -0.302 1.965 -3.560
C -1.291 2.142 -5.721
H 1.267 3.011 -6.128
H 1.419 1.178 -6.111
H 1.976 2.088 -4.714
H -1.608 3.255 -6.115
H -2.117 1.959 -5.153
H -1.276 1.430 -6.462
C -1.739 -1.174 4.310
C -0.635 -1.587 3.292
O -0.714 -1.181 1.997
C 0.577 -2.382 3.637
H -2.688 -0.670 3.870
H -1.350 -0.555 5.100
H -2.244 -1.961 4.763
H 1.031 -2.077 4.781
H 1.361 -2.406 3.160
H 0.342 -3.359 4.069
C 1.550 -3.900 0.358
C 1.464 -5.244 1.009
O 1.634 -5.362 2.294
C 1.017 -6.437 0.195
H 1.960 -3.046 0.701
H 0.560 -3.637 0.200
H 2.195 -4.221 -0.479
H 1.661 -6.790 -0.572
H -0.004 -6.375 -0.187
H 0.995 -7.476 0.700
C 4.365 2.244 -1.660
C 4.320 0.748 -1.951
O 3.367 0.050 -2.562
C 5.454 -0.115 -1.253
H 4.228 2.404 -0.631
H 3.753 2.736 -2.339
H 5.364 2.615 -1.984
H 6.501 -0.153 -1.721
H 5.142 -1.152 -1.100
H 5.718 0.135 -0.363
C -3.756 -2.191 -0.008
C -3.210 -1.760 -1.424
O -2.102 -1.179 -1.567
C -4.182 -2.117 -2.581
H -4.244 -3.070 0.045
H -4.464 -1.458 0.315
H -3.020 -2.301 0.727
H -3.559 -2.031 -3.513
H -4.907 -1.319 -2.695
H -4.848 -3.097 -2.644
```

Relative energy (zero: lowest compared OMol25 entry of this formula, charge and spin)   0.0 kJ/mol
Net charge   +1



Going through the records in order, we get HOMO energy values of -10.82; -10.33; -11.56; -11.27 eV.
Going through the records in order, we get Kohn-Sham gap values of 7.25; 6.86; 8.69; 9.17 eV.
Going through the records in order, we get F_max values of 1.26; 3.51; 2.42; 12.29 eV Å⁻¹.